Density functional theory data (ωB97M-V with the def2-TZVPD basis set) for one molecule with the formula C3H7NO.

```
12
Properties=species:S:1:pos:R:3:mulliken_charge:R:1
O 0.663 -0.472 -1.267 -0.622
N -0.579 -0.026 0.575 -0.202
C -1.837 -0.335 -0.070 -0.807
C 0.598 -0.090 -0.110 0.648
C 1.826 0.348 0.664 -0.909
H 2.617 -0.389 0.505 0.269
H 1.646 0.462 1.737 0.300
H 2.177 1.302 0.258 0.240
H -0.592 0.382 1.495 0.218
H -1.651 -1.096 -0.831 0.290
H -2.543 -0.721 0.671 0.313
H -2.274 0.544 -0.559 0.263
```

- highest occupied orbital energy (eV) = -9.631
- SMILES string = CNC(C)=O
- DFT total energy (hartree) = -248.5185
- ΔE to the lowest compared entry with this formula, charge and spin (kcal per mole) = 5.0

Density functional theory data (ωB97M-V with the def2-TZVPD basis set) for a 7-piece molecular cluster, C48H115N6O8 overall.

```
177
Properties=species:S:1:pos:R:3:mulliken_charge:R:1
O 6.361 1.303 1.141 -0.294
O -1.898 -4.580 -3.560 -0.354
O -2.274 3.977 6.418 -0.496
O -2.568 0.154 -4.877 -0.444
O 1.653 7.217 -2.168 -0.345
O 1.867 -4.157 2.131 -0.264
O 0.053 0.103 0.999 -0.208
O -0.672 1.471 -0.640 -0.289
N -4.328 2.854 -3.078 0.155
N 1.377 4.707 -3.624 0.292
N -1.533 2.643 3.711 0.192
N 5.126 1.014 1.598 0.835
N -0.611 -6.848 -1.907 0.340
N -0.188 -3.727 4.101 0.200
C -1.719 2.018 5.135 0.165
C -4.341 2.259 -1.630 -0.125
C 0.694 -4.938 4.502 -0.805
C -1.841 -4.032 6.066 -1.189
C -2.963 -3.837 -4.110 -0.836
C -0.442 0.360 -0.112 -0.345
C -5.686 3.461 -3.475 -1.016
C 0.658 5.497 -4.733 -0.909
C -0.153 -1.147 4.768 -0.755
C -3.985 1.792 -4.133 -0.946
C 5.456 2.981 2.988 -1.583
C 3.571 4.907 -5.011 -1.196
C 2.686 -4.434 0.991 -0.236
C 0.328 -7.370 0.545 -1.334
C -0.269 -7.183 -3.431 -0.302
C 0.478 -7.550 -0.995 -0.688
C 4.337 2.035 2.371 1.132
C -5.345 1.127 -1.368 -1.596
C -2.165 4.035 3.480 -0.992
C -2.599 1.154 -3.845 0.985
C 3.260 2.768 1.515 -1.315
C 3.652 1.338 3.559 -2.160
C 0.928 -3.146 1.811 1.984
C 3.047 -0.109 3.248 1.481
C 0.016 2.799 3.378 -0.477
C -0.576 -5.337 -1.668 -0.090
C 1.735 2.155 -2.990 -1.142
C -2.186 1.723 2.661 -0.272
C 0.852 4.923 -2.186 0.140
C -1.558 -0.832 -4.818 -0.347
C -1.623 -3.962 4.576 -0.288
C -0.282 -3.513 2.545 -1.238
C -0.701 -0.954 -0.968 0.315
C 2.903 4.966 -3.631 -0.340
C 4.092 -0.962 2.591 -1.358
C 1.337 8.566 -1.762 -0.816
C 3.497 -0.259 0.213 -1.287
C -1.776 -4.497 -2.182 0.174
C 4.629 -0.406 1.269 1.723
C 0.116 -8.684 -3.722 -1.231
C -1.385 2.922 6.348 -0.868
C -2.006 -7.422 -1.555 -0.961
C 1.137 3.220 -3.982 -0.962
C 0.585 6.373 -1.815 -0.950
C -3.395 5.143 -1.967 -1.014
C 0.478 -2.526 4.820 -1.003
C -3.311 4.091 -3.107 0.351
C 5.749 -1.342 0.761 -1.477
H -2.902 -3.645 -5.180 0.235
H -0.400 5.539 -4.478 0.173
H 3.198 -3.557 0.593 0.045
H 4.914 -1.140 3.285 0.630
H 1.750 -4.724 4.360 0.339
H 2.806 2.322 -2.871 0.506
H 1.336 2.190 -1.975 0.063
H 3.283 5.810 -5.549 0.363
H -0.323 6.792 -2.255 0.393
H 2.206 0.104 2.585 -1.213
H 0.480 8.963 -2.309 0.356
H -3.844 -4.467 -3.974 0.357
H -0.073 -8.817 -4.787 0.423
H 3.067 3.596 2.198 0.555
H 2.120 -4.946 0.210 -0.130
H 0.618 -2.860 5.848 0.779
H 0.618 -0.429 4.490 0.027
H 1.502 -2.510 4.445 0.364
H 1.338 -2.154 2.014 -1.359
H -3.260 1.756 2.835 0.568
H 0.229 -1.414 -1.306 0.345
H 3.351 4.356 -2.849 0.405
H 1.598 4.354 -1.634 0.121
H -4.798 1.074 -4.027 0.385
H -3.065 -2.884 -3.589 0.357
H -1.704 0.764 2.847 -0.266
H -2.418 4.270 7.322 0.379
H -1.108 1.119 5.067 -0.241
H 0.877 5.083 -5.714 0.354
H -0.605 -9.348 -3.247 0.350
H 6.513 -1.621 1.489 0.456
H 4.636 5.011 -4.805 0.423
H 0.374 3.680 3.905 0.536
H 1.049 8.717 -0.720 0.320
H 6.265 2.443 3.483 0.493
H -2.729 -4.536 6.446 0.400
H -1.527 2.323 7.251 0.508
H 1.162 -8.866 -3.483 0.353
H -0.507 -5.203 -0.587 -0.419
H 2.943 -1.183 0.047 -0.007
H -2.731 -4.792 -1.745 0.542
H 0.451 -6.456 -3.808 0.396
H 0.614 -3.054 0.768 0.212
H -5.076 0.703 -0.401 0.411
H 0.158 -6.398 1.012 0.121
H -4.571 3.039 -0.905 0.539
H -1.715 1.789 -3.914 -0.271
H 0.048 3.207 -4.013 0.337
H 0.024 2.831 2.289 0.205
H 0.480 -8.618 -1.204 0.526
H 2.705 -0.544 4.186 0.679
H -2.287 -6.953 -0.613 0.421
H -6.479 2.715 -3.468 0.448
H -1.826 -3.002 6.426 0.295
H 1.528 3.106 -4.991 0.522
H -0.443 -8.016 0.965 0.445
H 2.964 6.010 -3.325 0.358
H -2.646 5.912 -2.153 0.212
H 2.635 0.375 0.432 -0.234
H -2.761 -7.039 -2.241 0.316
H -0.609 -4.507 2.237 0.442
H 0.473 -5.337 5.490 0.464
H -3.640 4.571 -4.029 0.414
H -0.056 4.321 -2.143 0.022
H 3.577 3.173 0.555 0.407
H -1.814 4.355 2.498 0.378
H -0.893 -1.087 3.968 0.121
H 0.428 -5.040 -1.970 0.433
H 5.367 -2.336 0.529 0.280
H -6.359 1.527 -1.335 0.457
H -5.536 3.754 -4.514 0.476
H -0.298 3.039 6.335 0.299
H 0.418 6.387 -0.735 0.600
H 4.308 1.278 4.428 0.637
H -3.326 1.932 -1.403 0.136
H -2.777 1.771 5.223 0.517
H 0.417 -5.707 3.782 0.285
H -1.229 -1.686 -0.356 0.233
H 1.063 6.495 -4.565 0.483
H 1.423 -7.173 -1.386 0.545
H -2.319 3.699 -3.327 -0.310
H -1.751 4.760 4.178 0.364
H 5.074 3.651 3.758 0.404
H 3.533 -1.899 2.582 0.265
H -5.877 4.343 -2.868 0.351
H -1.420 -1.367 -3.879 0.012
H -1.848 -1.454 -5.664 0.272
H -4.142 2.203 -5.130 0.476
H -0.615 -0.361 -5.107 0.277
H 2.225 9.151 -1.994 0.288
H -1.941 1.966 1.627 0.117
H -1.098 -2.814 2.361 0.311
H 0.448 1.848 3.685 -0.143
H 3.324 3.987 -5.537 0.287
H -5.438 0.302 -2.075 0.308
H -1.191 -6.824 -3.888 0.368
H 2.897 2.028 3.937 0.497
H 1.286 -7.644 0.989 0.470
H 3.695 0.246 -0.733 0.663
H -0.647 -0.894 5.704 0.630
H -2.302 -3.187 4.223 0.289
H -1.452 -3.478 -1.954 -0.350
H 6.328 -0.898 -0.047 0.418
H 5.976 3.573 2.235 0.411
H -3.130 4.645 -1.034 0.193
H -4.363 5.622 -1.833 0.368
H -3.253 4.028 3.458 0.369
H 2.351 2.176 1.406 -0.057
H -1.070 -4.551 6.638 0.275
H -1.242 -0.782 -1.898 -0.877
H 3.406 -5.172 1.346 0.406
H 1.673 1.103 -3.266 0.615
H -1.878 -4.929 4.142 0.498
H -1.903 -8.503 -1.614 0.445
H -2.598 0.615 -2.897 -0.072
```

- highest occupied orbital energy (eV) = -18.774
- charge = +5
- DFT total energy (hartree) = -2826.2595
- ΔE to the lowest compared entry with this formula, charge and spin (kcal per mole) = 0.0

Density functional theory data (ωB97M-V with the def2-TZVPD basis set) for C3H8N2OS as an isolated structure.

```
15
Properties=species:S:1:pos:R:3:mulliken_charge:R:1
S -3.035 -0.424 -0.098 -0.210
O 1.394 -0.084 -0.632 -0.237
N -0.942 2.095 0.065 -0.715
N 0.892 0.941 0.002 -0.253
C -0.508 0.843 0.045 0.506
C -1.285 -0.414 0.225 -0.422
C 2.245 -0.848 0.180 -0.484
H -1.512 -0.540 1.373 0.182
H 3.557 -0.615 -0.140 0.224
H 1.147 1.691 -0.655 0.342
H 1.915 -0.520 1.561 0.254
H 1.679 -2.311 -0.141 0.171
H -0.778 -1.343 -0.297 0.260
H -1.909 1.977 -0.037 0.242
H -2.862 -0.447 -1.450 0.142
```

- highest occupied orbital energy (eV) = -9.296
- DFT total energy (hartree) = -701.7667
- ΔE to the lowest compared entry with this formula, charge and spin (kcal per mole) = 195.0